{"formula": "C6H19NO3", "method": "ωB97M-V/def2-TZVPD", "total_energy_ha": -520.41894, "charge": 0, "e_lumo_ev": 0.497, "mol_weight_g_mol": 153.22, "de_lowest_ev": 1.761, "homo_energy_ev": -9.0565, "smiles": "CCN[C@@H](CC)CO.O.O", "elements": ["C", "C", "N", "C", "C", "C", "C", "O", "H", "H", "H", "H", "H", "H", "H", "H", "H", "H", "H", "H", "H", "H", "H", "O", "H", "H", "O", "H", "H"], "xyz": [[-1.14341, 0.69501, 2.28306], [0.40113, 0.55323, 2.15037], [0.86547, -0.58904, 1.35283], [0.39136, -0.49895, -0.04291], [-0.82276, -1.49518, -0.27776], [-0.58727, -2.55504, -1.40119], [0.21509, 0.81617, -0.74008], [1.31066, 1.03968, -1.65156], [-1.31415, 1.63273, 2.85979], [-1.38672, -0.16209, 2.93620], [-1.70361, 0.78584, 1.36322], [1.02606, 1.40717, 1.94493], [0.67454, 0.41446, 3.20490], [0.46043, -1.42911, 1.73971], [1.16767, -1.02688, -0.67067], [-1.01455, -2.05206, 0.63752], [-1.75833, -0.92439, -0.34080], [0.46671, -2.86015, -1.47838], [-0.97274, -2.22684, -2.37079], [-1.12742, -3.44394, -1.06099], [-0.67033, 1.00439, -1.33182], [0.24410, 1.70506, -0.08577], [1.20869, 0.37651, -2.33817], [-2.23331, 2.67423, -1.78864], [-1.43673, 3.21236, -1.76705], [-2.60561, 2.69283, -0.89021], [3.80596, 0.08773, -0.92985], [2.95460, 0.45452, -1.23921], [3.58448, -0.28823, -0.06670]], "forces_ev_per_a": [[1.366, 0.995, 0.965], [-0.130, -0.823, 1.240], [-0.259, 1.631, -0.084], [-0.273, -3.454, -1.078], [0.267, 0.368, 0.187], [-0.592, 0.412, 0.823], [0.912, 1.929, 0.121], [-0.065, 0.238, -0.114], [-0.149, -0.631, -0.224], [-0.682, 0.387, -0.655], [-0.158, -0.397, -0.234], [-0.403, 0.674, -0.779], [0.334, -0.524, -0.170], [0.118, -0.087, 0.068], [-0.326, 0.707, 0.712], [0.383, -0.133, 0.247], [0.077, -0.143, -0.696], [-0.256, 0.339, 0.000], [0.188, -0.157, 0.079], [-0.071, -0.011, -0.535], [-0.625, -0.865, 0.139], [0.138, -0.538, 0.087], [0.051, -0.015, -0.308], [-0.349, -0.103, 0.353], [-0.019, 0.089, 0.107], [0.290, 0.123, -0.495], [-0.219, -0.137, 0.138], [0.365, 0.046, 0.261], [0.086, 0.078, -0.155]], "mulliken_charge": [-0.876, -0.719, -0.310, 0.302, -0.634, -1.297, -1.011, -0.701, 0.328, 0.321, 0.203, 0.390, 0.381, 0.353, 0.275, 0.415, 0.319, 0.351, 0.282, 0.377, 0.477, 0.366, 0.367, -0.665, 0.328, 0.320, -0.691, 0.443, 0.305]}

{"formula": "C6H19NO4", "method": "ωB97M-V/def2-TZVPD", "total_energy_ha": -595.56544, "charge": 0, "e_lumo_ev": 0.372, "mol_weight_g_mol": 169.22, "de_lowest_ev": 5.268, "homo_energy_ev": -9.0530, "smiles": "CCCN(C)CC=O.O.O.O", "elements": ["C", "C", "C", "N", "C", "C", "C", "O", "H", "H", "H", "H", "H", "H", "H", "H", "H", "H", "H", "H", "H", "O", "H", "H", "O", "H", "H", "O", "H", "H"], "xyz": [[-3.25067, 0.00756, -0.51125], [-2.04944, 0.92144, -0.30346], [-0.83862, -0.02463, -0.29000], [0.40460, 0.74674, 0.05027], [0.32116, 1.65883, 1.25461], [0.83265, 1.54768, -1.08543], [2.42646, 1.69916, -0.86687], [3.29414, 1.03458, -1.33797], [-4.24658, 0.53822, -0.48594], [-3.30206, -0.47070, -1.52338], [-3.46893, -0.96445, 0.06223], [-2.20157, 1.57825, 0.79905], [-1.81824, 1.68763, -1.03342], [-0.76767, -0.93533, 0.41110], [-0.84019, -0.37115, -1.39794], [1.11991, 2.57293, 1.06568], [-0.60190, 2.07904, 1.28369], [0.68183, 1.16284, 2.10635], [0.37686, 2.62484, -1.33130], [0.59088, 1.16789, -2.12596], [2.65001, 2.58417, -0.47604], [3.10465, -1.65294, -1.91342], [3.43899, -0.77053, -2.21698], [2.44980, -1.28355, -1.19063], [-1.25726, -3.54496, 1.49437], [-0.47594, -2.95180, 1.56310], [-0.80911, -4.20898, 0.82147], [1.01413, -2.13476, 2.41524], [1.59000, -2.62825, 3.01356], [1.63210, -1.66976, 1.74928]], "forces_ev_per_a": [[-3.103, -0.851, -1.389], [-0.597, -0.611, 4.395], [0.974, 0.130, 0.255], [-0.241, 0.640, -1.049], [4.580, 0.822, -2.941], [1.361, 1.225, -1.871], [-3.485, -1.761, -3.393], [0.461, -1.011, -0.107], [1.037, -0.226, 0.156], [0.561, 0.755, 0.276], [1.230, 1.778, 0.229], [0.260, -2.170, -3.208], [-0.631, 0.002, -0.419], [-1.133, 1.389, -1.064], [0.740, 0.173, 1.930], [-2.057, -2.280, 0.548], [-2.479, 1.277, 0.773], [-0.084, -0.688, 1.326], [0.769, -1.511, 1.593], [0.648, -0.798, 1.398], [1.285, 3.954, 2.625], [-1.707, 2.151, 1.821], [-0.231, -1.150, 0.270], [1.837, -1.318, -2.090], [2.326, -1.697, -2.541], [-0.643, -0.095, 0.632], [-1.804, 1.647, 1.977], [1.521, 1.248, -1.607], [-0.051, 0.078, -0.186], [-1.346, -1.101, 1.659]], "mulliken_charge": [-1.255, 0.077, -0.453, 0.187, -1.020, -0.782, -0.178, -0.515, 0.331, 0.348, 0.287, 0.124, 0.276, 0.004, 0.307, 0.236, 0.452, 0.284, 0.262, 0.487, 0.541, -0.678, 0.407, 0.307, -0.630, 0.282, 0.338, -0.662, 0.291, 0.345]}

{"formula": "C6H19NO5", "method": "ωB97M-V/def2-TZVPD", "total_energy_ha": -670.88721, "charge": 0, "e_lumo_ev": 0.258, "mol_weight_g_mol": 185.22, "de_lowest_ev": 2.647, "homo_energy_ev": -9.1155, "smiles": "C/C=C/C[C@H](N)C=O.O.O.O.O", "elements": ["C", "C", "C", "C", "C", "N", "C", "O", "H", "H", "H", "H", "H", "H", "H", "H", "H", "H", "H", "O", "H", "H", "O", "H", "H", "O", "H", "H", "O", "H", "H"], "xyz": [[-3.02876, 0.61365, -1.27839], [-1.72939, 0.08080, -0.83976], [-0.54127, 0.42281, -1.34540], [0.73858, -0.21460, -0.88094], [0.74975, -1.42970, 0.10214], [0.32142, -1.08796, 1.50726], [2.21084, -1.91943, 0.30626], [2.50614, -2.69335, 1.16561], [-3.55312, -0.22918, -1.83412], [-3.73429, 0.83075, -0.47897], [-2.91888, 1.44654, -1.94276], [-1.73932, -0.53174, 0.08473], [-0.43120, 1.27476, -2.05371], [1.29774, -0.63145, -1.76111], [1.41190, 0.46022, -0.36088], [-0.02361, -2.22598, -0.17255], [0.31864, -1.91232, 2.08185], [0.64161, -0.25151, 1.95661], [2.92692, -1.42057, -0.43905], [2.61993, 2.42268, 0.01455], [2.34020, 3.34780, 0.03782], [2.02094, 1.98195, 0.65867], [-2.79589, 0.62010, 2.18870], [-2.23976, 0.03845, 1.66313], [-3.44205, 0.04476, 2.59470], [0.53246, 2.67970, 2.03190], [-0.39117, 2.93392, 1.84515], [1.07595, 3.45573, 1.91642], [-0.93288, -1.11714, -3.51244], [-0.60689, -1.45112, -2.68221], [-1.39334, -0.28757, -3.45828]], "forces_ev_per_a": [[-1.301, -1.720, -0.698], [0.816, 0.523, 1.254], [-0.045, 0.473, 1.177], [0.875, -1.690, 0.300], [-1.410, 0.339, 1.613], [-1.395, -0.148, -1.560], [-0.725, 0.381, -1.704], [0.498, -0.040, -0.120], [0.478, 0.969, 0.284], [0.298, 0.300, 0.233], [-0.065, 0.546, -0.395], [0.161, -0.224, -1.145], [-0.159, -0.915, 0.263], [-0.269, 0.711, 0.432], [0.060, 0.571, -0.571], [1.465, 0.652, -0.103], [0.327, 0.130, 0.273], [0.490, 0.150, -0.056], [-0.128, -0.664, 0.923], [-0.443, -0.166, 0.588], [0.118, -0.262, -0.139], [0.460, 0.598, -0.514], [0.026, 0.328, -0.078], [0.261, -0.060, 0.161], [-0.201, -0.168, 0.180], [-0.694, -0.431, -0.078], [0.641, -0.131, 0.126], [-0.032, 0.466, 0.117], [0.290, -1.212, -1.927], [-0.377, 0.554, 0.404], [-0.021, 0.140, 0.761]], "mulliken_charge": [-1.572, 0.938, -1.453, -0.378, 0.304, -0.428, -0.103, -0.458, 0.303, 0.367, 0.373, 0.302, 0.355, 0.401, -0.027, 0.339, 0.213, 0.138, 0.308, -0.647, 0.284, 0.401, -0.628, 0.366, 0.287, -0.635, 0.312, 0.286, -0.652, 0.389, 0.315]}